Model w:
Computed, not measured: a gas-phase ion, C6H10N (charge +1), with ωB97M-V/def2-TZVPD.

SMILES	C=C=C1C[N+]1(C)C
gap between HOMO and LUMO	10.81	eV
HOMO	-0.529	Eh
total charge	+1

Geometry (Å):
C (-3.11, 0.37, 0.29)
C (-1.99, -0.24, -0.14)
C (0.47, -1.34, -0.74)
C (-0.73, -0.60, -0.26)
C (1.22, 0.99, -0.94)
C (1.16, -0.12, 1.36)
N (0.67, -0.09, -0.07)
H (-3.58, 0.35, 1.29)
H (-3.66, 1.06, -0.42)
H (0.73, -2.32, -0.28)
H (0.73, -1.32, -1.84)
H (1.03, 1.98, -0.63)
H (2.24, 0.88, -0.84)
H (0.85, 0.92, -1.96)
H (1.30, -1.11, 1.55)
H (2.15, 0.43, 1.49)
H (0.55, 0.16, 2.14)

Here are the Löwdin charges for atoms 1 to 2, given in e: 0.09 0.03

Model x:
Computed, not measured: 2 unconnected molecules or ions with the total composition C6H10N, with ωB97M-V/def2-TZVPD.

gap between HOMO and LUMO	8.36	eV
HOMO	-0.496	Eh
total charge	+1

Geometry (Å):
C (-2.27, 0.43, 0.10)
C (-1.27, -0.40, 0.04)
C (1.36, -0.15, 0.60)
C (0.19, -0.33, 0.23)
C (-3.19, 1.27, -0.07)
C (-1.62, -1.87, -0.23)
N (3.57, 0.99, -0.26)
H (1.90, -0.39, 1.54)
H (2.21, 0.75, 0.33)
H (-3.72, 1.82, 0.77)
H (-3.57, 1.53, -1.06)
H (3.72, 1.53, -1.15)
H (-1.63, -2.47, 0.61)
H (-1.01, -2.40, -0.96)
H (-2.68, -1.92, -0.73)
H (4.05, 1.47, 0.55)
H (3.97, 0.13, -0.30)

Here are the Löwdin charges for atoms 1 to 2, given in e: -0.04 -0.23

Model y:
Computed, not measured: a gas-phase ion, C6H10N (charge +1), with ωB97M-V/def2-TZVPD.

gap between HOMO and LUMO	9.41	eV
HOMO	-0.543	Eh
total charge	+1

Geometry (Å):
C (-0.33, 0.27, -0.79)
C (0.57, 0.87, 0.12)
C (-1.76, -0.16, -0.30)
C (0.18, 1.72, 1.22)
C (2.00, 0.73, -0.09)
C (-2.33, -1.32, 0.30)
N (-1.70, 0.92, -0.91)
H (-0.01, -0.34, -1.69)
H (0.04, 2.76, 0.78)
H (0.97, 1.90, 1.95)
H (-0.90, 1.46, 1.69)
H (2.20, -0.34, -0.29)
H (2.62, 1.16, 0.65)
H (2.47, 1.15, -1.03)
H (-3.32, -0.91, 0.23)
H (-1.91, -1.49, 1.36)
H (-2.25, -2.22, -0.34)

Here are the Löwdin charges for atoms 1 to 2, given in e: -0.14 -0.23

In order of decreasing stability: model y, model w, model x.

Model w:
Computed, not measured: a single C6H4N2O molecule, with ωB97M-V/def2-TZVPD.

SMILES	N#C[C@@H]1C(=O)C[C@@H]1C#N
gap between HOMO and LUMO	10.68	eV
HOMO	-0.397	Eh

Geometry (Å):
C (-0.51, -1.25, 0.09)
C (-1.51, -0.13, 0.20)
C (-0.15, 0.83, 0.23)
C (0.20, 1.49, -1.00)
C (0.76, -0.41, 0.60)
C (1.95, -0.58, -0.21)
H (-2.09, 0.00, -0.70)
H (-2.15, -0.13, 1.05)
H (-0.28, 1.51, 1.11)
H (0.92, -0.46, 1.70)
N (0.51, 2.19, -1.89)
N (2.93, -0.70, -0.82)
O (-0.58, -2.36, -0.36)

Here are the Löwdin charges for atoms 1 to 2, given in e: -0.35 0.02

Model x:
Computed, not measured: a single C6H4N2O molecule, with ωB97M-V/def2-TZVPD.

SMILES	C=CO/C(C#N)=C/C#N
gap between HOMO and LUMO	8.84	eV
HOMO	-0.363	Eh

Geometry (Å):
C (-0.89, 1.59, 2.91)
C (-0.23, 0.61, 2.17)
C (-0.34, -0.15, -0.14)
C (0.55, 0.78, -0.70)
C (1.61, 0.47, -1.88)
C (-0.90, -1.29, -0.79)
H (-0.33, 2.38, 3.64)
H (-1.88, 1.91, 2.62)
H (0.86, 0.34, 2.06)
H (0.34, 1.82, -0.24)
N (2.61, -0.07, -2.61)
N (-1.28, -2.27, -1.16)
O (-0.89, -0.27, 1.11)

Here are the Löwdin charges for atoms 1 to 2, given in e: 0.04 -0.09

In order of decreasing stability: model w, model x.

Model w:
Computed, not measured: 2 unconnected molecules or ions with the total composition C2H4Cl2O, with ωB97M-V/def2-TZVPD.

gap between HOMO and LUMO (alpha / beta)	9.64 / 7.03	eV
HOMO (alpha / beta)	-0.327 / -0.274	Eh

Geometry (Å):
C (-0.95, 0.86, 0.92)
C (1.22, -0.37, -0.80)
O (0.29, -1.13, -1.31)
Cl (-1.93, -0.37, 0.27)
Cl (2.14, -0.90, 0.56)
H (-0.75, 0.80, 1.97)
H (-1.10, 1.83, 0.46)
H (1.62, 0.48, -1.33)
H (-0.55, -1.20, -0.74)

Here are the Löwdin charges for atoms 1 to 2, given in e: -0.46 -0.71

Model x:
Computed, not measured: 2 unconnected molecules or ions with the total composition C2H4Cl2O, with ωB97M-V/def2-TZVPD.

gap between HOMO and LUMO	9.35	eV
HOMO	-0.324	Eh

Geometry (Å):
C (-1.49, 0.32, 0.52)
C (2.62, -0.22, -0.54)
O (1.85, -1.15, -0.20)
Cl (-1.18, -0.95, -0.78)
Cl (1.88, 1.22, -1.12)
H (-2.34, 0.31, 1.11)
H (-1.49, 1.36, 0.01)
H (-0.68, 0.26, 1.15)
H (0.84, -1.16, -0.16)

Here are the Löwdin charges for atoms 1 to 2, given in e: -0.40 -0.61

In order of decreasing stability: model x, model w.